{"formula": "C5H18NO5", "method": "wB97M-V/def2-TZVPD", "elements": ["C", "N", "C", "C", "C", "O", "C", "O", "H", "H", "H", "H", "H", "H", "H", "H", "H", "H", "H", "H", "H", "H", "O", "H", "H", "O", "H", "H", "O"], "xyz": [[1.90111, 0.54545, -0.53348], [1.00109, 0.30643, 0.56479], [-0.14477, -0.62001, 0.38853], [-0.85979, -0.34280, -0.96856], [-2.36671, -0.70142, -0.90851], [-2.56108, -2.04678, -0.86687], [0.22364, -2.15667, 0.61790], [-0.91092, -2.81517, 1.14773], [2.69774, 1.18536, -0.17499], [2.35183, -0.38334, -0.85466], [1.45964, 1.03084, -1.40876], [0.83606, 1.08080, 1.22171], [-0.83370, -0.38072, 1.20359], [-0.77851, 0.68256, -1.28246], [-0.42013, -0.95077, -1.73308], [-2.87996, -0.12141, -0.11430], [-2.77471, -0.24932, -1.83941], [0.43107, -2.54035, -0.40105], [1.06926, -2.35477, 1.28166], [-1.94180, -2.48921, 0.05643], [1.85593, -1.95834, 2.76713], [2.28290, -0.77653, 1.81098], [2.59582, -1.38100, 2.60016], [-0.91076, 1.71107, 0.01986], [-1.53607, 2.75598, 0.92089], [-1.02018, 2.67933, 0.16525], [0.83862, 3.26379, -0.67155], [-0.25813, 3.36448, -1.49156], [0.65250, 3.66252, -1.51737]], "forces_ev_per_a": [[-0.1440, 0.3931, 0.1442], [0.1129, -0.1968, 1.1848], [0.8461, 0.1728, 0.0242], [-0.8869, -0.8755, 1.7124], [0.7348, 1.0156, -0.9513], [0.7284, -1.6670, 2.0101], [-2.4391, -0.0675, -0.3402], [-0.1913, 0.7622, -1.4039], [0.3162, 0.1851, -0.0186], [0.1154, -0.3600, -0.1264], [-0.0933, 0.0152, -0.0928], [0.1739, -0.5667, -0.9255], [-0.0613, -0.1038, 0.0420], [0.2786, 0.6250, -0.2331], [0.2862, -0.3404, -0.6204], [0.2242, -0.1543, 0.2969], [-0.1984, -0.4605, 0.0849], [0.4807, -0.1215, 0.1288], [0.0473, 0.4724, -0.5214], [-0.3553, 0.7007, -0.9240], [-0.3935, -0.1217, 0.0208], [0.3119, -1.5283, 2.0105], [0.2245, 1.9451, -1.6583], [-0.1334, 0.7817, 0.2238], [-1.5477, 0.2385, 2.1316], [1.1713, -1.1703, -1.7647], [0.9167, 0.0677, 0.6303], [-0.6197, 0.3855, -0.6813], [0.0947, -0.0263, -0.3831]], "homo_ev": -4.0, "homo_lumo_gap_ha": 0.2538, "lumo_energy_ev": 2.92, "total_charge": -1}

{"formula": "C5H18NO5", "method": "wB97M-V/def2-TZVPD", "elements": ["O", "C", "C", "C", "C", "C", "O", "N", "H", "H", "H", "H", "H", "H", "H", "H", "H", "H", "H", "H", "H", "H", "O", "H", "H", "O", "H", "H", "O"], "xyz": [[0.93903, 2.44207, 1.63100], [1.09974, 2.01140, 0.52051], [0.18309, 0.85445, 0.00774], [0.89068, 0.15385, -1.22255], [0.15323, -1.17717, -1.50932], [-1.43626, -1.31576, -1.56810], [-1.78716, -2.06750, -0.40590], [-0.09054, -0.14165, 1.07186], [1.84453, 2.39924, -0.15731], [-0.79560, 1.28059, -0.22421], [1.96141, -0.01553, -1.10495], [0.69839, 0.87061, -2.12387], [0.45094, -1.87431, -0.67269], [0.49618, -1.67548, -2.41736], [-1.95385, -0.33000, -1.41939], [-1.62260, -1.76578, -2.55164], [-2.70880, -2.34462, -0.44094], [-0.69709, 0.26594, 1.78625], [-0.57493, -0.98399, 0.67511], [0.80824, -0.53617, 1.41804], [2.11754, 2.92306, -2.35828], [0.60715, 3.25525, -2.49819], [1.23808, 2.52461, -2.47013], [2.15588, -3.31760, 1.80317], [0.88653, -3.20109, 2.68073], [1.36092, -2.79498, 1.94571], [-1.50210, 2.09249, 3.10052], [-2.69329, 1.15953, 3.58990], [-2.02936, 1.30854, 2.91432]], "forces_ev_per_a": [[0.1895, 0.0079, -0.0177], [-1.5362, -0.8695, 1.0639], [1.7941, 0.0610, -1.4005], [-3.3668, 0.8225, -1.5853], [-0.0539, -1.3699, 1.0099], [1.4181, 1.8542, 0.6487], [0.0371, -0.5047, -0.2201], [0.7373, -0.9087, -0.1621], [0.3593, 0.1074, -0.3713], [0.1943, 0.0263, -0.3923], [-0.0765, 0.1258, 0.2053], [0.7323, -1.7413, 1.9990], [-0.2667, 0.2138, -0.9650], [0.4306, 0.3559, 0.0895], [0.4266, -0.6217, -0.8869], [-0.6700, -0.0922, 0.5921], [-0.0261, 0.0467, -0.0078], [0.0561, 0.0276, 0.6919], [-0.1101, 0.6163, 0.2045], [-0.7250, 0.2937, 0.4015], [-0.4042, 0.0107, -0.3056], [0.2277, 0.1229, -0.1845], [0.3966, 1.2480, -0.1352], [-0.0390, -0.0736, 0.0959], [0.1911, -0.0885, -0.0937], [-0.2192, 0.3909, -0.0655], [-0.2974, 0.0578, 0.3954], [0.0900, 0.2910, 0.2211], [0.5103, -0.4101, -0.8251]], "homo_ev": -13.8, "homo_lumo_gap_ha": 0.4012, "lumo_energy_ev": -2.84, "total_charge": 1}

{"formula": "C5H18NO6", "method": "wB97M-V/def2-TZVPD", "elements": ["C", "N", "C", "O", "O", "C", "C", "C", "H", "H", "H", "H", "H", "H", "H", "H", "H", "H", "H", "H", "O", "H", "H", "O", "H", "H", "O", "H", "H", "O"], "xyz": [[-0.10649, 1.19903, 0.31624], [0.67486, 0.03885, 0.08704], [0.23596, -1.37153, 0.09592], [-0.84447, -1.54796, 0.66572], [1.00031, -2.01220, -0.62277], [0.31154, 2.48486, -0.40636], [-0.53761, 2.93313, -1.61045], [-0.70181, 1.63671, -2.54544], [-0.36018, 1.25462, 1.40166], [-1.13285, 0.95158, -0.04263], [1.51532, 0.11755, -0.48745], [1.37007, 2.39554, -0.63933], [0.28716, 3.26440, 0.33938], [-1.45920, 3.13518, -1.02094], [-0.01999, 3.77580, -2.11855], [-1.18953, 1.84329, -3.49279], [-1.33450, 0.92856, -1.99013], [0.28789, 1.19546, -2.54607], [0.89860, -2.57227, 1.94696], [1.80326, -3.35058, 0.96374], [1.40576, -3.38668, 1.84419], [-2.86081, -2.06220, 0.70616], [-2.91488, -1.80260, -0.71481], [-3.53647, -1.96261, 0.00753], [3.54347, -0.75745, 0.67743], [2.98689, -1.60065, -0.48533], [3.74833, -1.05872, -0.21783], [-0.35226, -1.12702, 3.69966], [-1.43360, -1.20490, 2.62208], [-1.28477, -1.33721, 3.56716]], "forces_ev_per_a": [[-1.7345, -0.2592, -0.4274], [0.7754, 1.0665, -0.4675], [-1.7755, 0.1245, -0.1291], [1.0424, -0.1506, -0.0592], [0.0491, -0.3262, 0.0286], [1.3120, 0.0775, 0.7580], [-0.0991, -2.2700, 0.5615], [-0.4845, 1.4792, 1.9303], [0.5877, 0.1424, -0.3346], [0.2327, -0.2804, 0.2294], [0.2604, 0.2869, 0.2028], [0.2725, -0.0470, -0.3203], [-0.0174, 0.4177, 0.2569], [-0.0306, 0.6934, -1.5151], [-0.8532, -0.4170, 0.4517], [0.4491, -0.0965, -0.1718], [0.0134, 0.1431, -0.4115], [0.1681, -0.1885, -0.9497], [-0.0577, -0.4303, -0.0414], [-0.2799, 0.0225, 0.1911], [0.3580, 0.0570, 0.2120], [-0.7062, -0.1239, -0.1040], [-0.4183, -0.0611, -0.2713], [0.9276, 0.1100, 0.2842], [0.1708, -0.2675, -0.1086], [0.1718, 0.0348, 0.1067], [-0.3977, 0.2575, 0.0224], [-0.1812, -0.0954, 0.0576], [0.1001, -0.1486, -0.0075], [0.1446, 0.2493, 0.0258]], "multiplicity": 2, "homo_ev": [-11.0, -11.0], "homo_lumo_gap_ha": [0.4026, 0.2449], "lumo_energy_ev": [-0.04, -4.32], "s_squared": 0.759}

{"formula": "C5H19BClCrN5O14", "method": "wB97M-V/def2-TZVPD", "elements": ["Cr", "Cl", "O", "O", "O", "O", "B", "H", "H", "H", "H", "C", "N", "O", "O", "H", "H", "H", "C", "N", "O", "O", "H", "H", "H", "C", "N", "O", "O", "H", "H", "H", "C", "N", "O", "O", "H", "H", "H", "C", "N", "O", "O", "H", "H", "H"], "xyz": [[-0.37629, -0.16202, 0.32252], [1.83788, 1.40851, -1.89708], [1.50908, 2.71763, -1.35616], [0.68117, 0.53405, -1.75122], [2.26611, 1.39985, -3.26905], [2.85325, 0.80943, -1.10259], [-1.48028, -0.81835, 2.02337], [-0.50801, -0.54511, 2.40320], [-2.02072, -0.00702, 1.56089], [-1.39523, -1.53018, 1.21695], [-1.96676, -1.33500, 2.83618], [-3.92903, 0.34742, -2.50207], [-3.06005, 1.11350, -1.57882], [-3.19792, 2.28680, -1.30116], [-2.23190, 0.50612, -0.95369], [-3.39327, 0.08223, -3.41352], [-4.71141, 1.05506, -2.77634], [-4.14939, -0.68289, -2.22282], [-0.33405, -3.24048, -2.95493], [-1.39933, -2.63907, -2.12379], [-2.58013, -2.83227, -2.40842], [-1.08202, -1.82214, -1.24619], [0.18917, -4.00026, -2.37436], [0.26437, -2.40644, -3.32153], [-0.83112, -3.82603, -3.72834], [-0.99410, 4.33512, 0.43367], [-0.44129, 3.20895, 1.19909], [0.38576, 3.43090, 2.05562], [-0.76116, 2.07896, 0.82194], [-1.95818, 4.05850, 0.00688], [-0.27176, 4.56060, -0.35085], [-1.12738, 5.16997, 1.12168], [2.99763, 1.77348, 2.75092], [2.50817, 0.48769, 2.21173], [1.49890, 0.51122, 1.49886], [3.10424, -0.52509, 2.62409], [4.08196, 1.73826, 2.85626], [2.51333, 1.98483, 3.70427], [2.82797, 2.56864, 2.02495], [2.30328, -3.26906, 1.84875], [1.87578, -2.85731, 0.51184], [2.35035, -3.56638, -0.34222], [1.05423, -1.92654, 0.37979], [1.74948, -4.17423, 2.09792], [1.97594, -2.52569, 2.57563], [3.37270, -3.47617, 1.88815]], "forces_ev_per_a": [[0.9860, 0.4465, -1.5607], [1.1653, 0.0647, 0.4742], [-0.0044, -0.4529, -0.8897], [-1.9761, -0.5553, 0.4001], [-0.8630, 0.7020, 0.4014], [1.0895, -0.0385, 0.7604], [-0.6694, -0.0672, 1.0881], [3.6395, 1.2762, 1.2847], [-2.3304, 3.3638, -0.9877], [0.5290, -3.1764, -2.9648], [-1.9942, -1.6658, 2.6015], [-0.0207, 0.5733, -1.5291], [0.7125, 0.4661, 2.2087], [-1.5434, 0.4990, -1.7568], [0.8335, -2.0884, -0.3155], [0.6129, 0.7951, -0.0963], [-0.3184, -0.6248, 0.1993], [-0.4073, 0.5354, 1.2304], [-0.3920, -0.8496, -0.1858], [-1.3680, 2.1572, 0.9766], [1.2056, -0.4175, 0.0602], [0.0032, -1.9055, -1.4034], [0.3802, 0.6231, 0.3338], [0.1854, -0.3371, 0.1532], [-0.0465, 0.5273, -0.1788], [-0.6985, 0.6366, 0.0827], [0.7872, -1.4074, -0.5514], [-0.4930, 0.0861, -0.0467], [-0.0571, 1.1523, 0.3748], [0.2946, -0.2463, 0.0142], [0.0069, -0.0727, 0.0921], [0.2630, -0.0596, -0.1153], [0.8041, 1.0049, -0.6242], [-0.3841, -1.1665, 0.4932], [2.0565, 0.0444, 1.1246], [-1.2977, 1.6086, -1.2052], [-0.1827, -0.5243, 0.2738], [-0.0979, -0.2051, -0.2116], [-0.5676, -0.2371, 0.0921], [-0.7354, 0.2925, 1.8496], [-0.5985, 0.4979, 0.3353], [-0.6231, 0.7569, -1.1338], [1.9448, -2.1270, -0.2414], [0.0640, -0.1433, -0.3525], [0.3408, 0.0123, -0.2623], [-0.2352, 0.2462, -0.2921]], "multiplicity": 5, "homo_ev": [-9.0, -9.7], "homo_lumo_gap_ha": [0.3088, 0.3332], "lumo_energy_ev": [-0.62, -0.62], "s_squared": 6.008}

The ΔE to the lowest compared entry with this formula, charge and spin results, record by record, are as follows: 2.126, 1.602, 0.110, 1.926 eV.
The DFT total energy results, record by record, are as follows: -632.229745, -631.999662, -707.413881, -3057.700608 Eh.